Below is a 2-piece molecular cluster, C22H25F7N5O8S overall at a distorted geometry, with properties calculated with the ωB97M-V functional and the def2-TZVPD basis.

Structure (XYZ):
```
68
Properties=species:S:1:pos:R:3
N 1.881 1.474 0.010
C 1.717 0.193 -0.570
C 1.850 0.303 -2.100
O 0.872 -0.466 -2.808
C 0.857 -1.758 -2.282
C 0.151 -2.722 -3.212
F 0.841 -2.748 -4.374
F 0.215 -3.964 -2.693
C -1.308 -2.330 -3.591
F -1.307 -1.577 -4.690
F -1.896 -1.618 -2.604
C -2.214 -3.558 -3.854
F -3.358 -3.150 -4.393
F -1.641 -4.390 -4.705
F -2.501 -4.172 -2.718
C 0.333 -1.775 -0.837
O 1.152 -2.645 -0.110
N 0.372 -3.755 0.403
O 1.057 -4.542 0.878
N 0.375 -0.390 -0.248
C 0.094 -0.513 1.219
C -0.321 0.786 1.895
C -1.448 1.556 1.182
C -1.154 3.066 1.078
C -1.274 3.631 -0.334
C -2.627 3.465 -1.037
C -3.858 3.855 -0.204
S -5.281 2.756 -0.426
C -5.240 1.790 1.012
N -4.656 1.999 2.145
N -4.945 0.876 2.925
C -5.690 0.117 2.208
O -5.920 0.623 0.962
H 2.369 1.234 0.891
H 2.487 2.053 -0.551
H 2.521 -0.462 -0.207
H 1.672 1.335 -2.389
H 2.877 0.060 -2.379
H 1.897 -2.100 -2.222
H -0.686 -2.140 -0.716
H -0.329 0.148 -0.759
H -0.693 -1.258 1.340
H 0.967 -0.902 1.735
H -0.655 0.499 2.890
H 0.568 1.386 2.045
H -1.726 1.131 0.213
H -2.332 1.462 1.804
H -0.134 3.254 1.404
H -1.782 3.598 1.792
H -0.471 3.196 -0.928
H -1.054 4.700 -0.274
H -2.610 4.145 -1.890
H -2.727 2.474 -1.475
H -3.650 3.991 0.852
H -4.227 4.815 -0.555
H -6.136 -0.824 2.469
C 4.355 -0.562 3.584
C 5.365 -1.546 3.718
C 6.009 -2.028 2.380
O 6.943 -2.828 2.389
C 5.466 -1.524 1.150
C 4.469 -0.575 1.046
C 3.923 -0.026 2.381
O 3.058 0.893 2.295
O 3.942 -0.120 -0.018
O 5.762 -2.031 4.777
H 3.870 -0.170 4.474
H 5.900 -1.949 0.249
```

* 2S+1: 1
* M: 652.52 g mol⁻¹
* Kohn-Sham gap: 0.17067 Eh
* net charge: -1


Below is C9H12 as an isolated structure at a distorted geometry, with properties calculated with the ωB97M-V functional and the def2-TZVPD basis.

Structure (XYZ):
```
21
Properties=species:S:1:pos:R:3
C 1.118 -0.302 0.846
C 1.067 1.900 -0.532
C -1.871 0.520 1.423
C 0.359 0.776 0.155
C 0.757 -0.984 -0.464
C -1.055 0.606 0.155
C 1.584 -1.338 -1.479
C -0.714 -1.369 -0.454
C -1.517 -2.300 -0.520
H 2.186 -0.109 0.914
H 0.650 -0.750 1.720
H -1.555 1.180 -0.622
H 1.941 1.547 -1.081
H 0.423 2.394 -1.259
H 1.426 2.636 0.191
H 1.388 -2.221 -2.068
H 2.435 -0.729 -1.749
H -2.912 0.312 1.178
H -1.511 -0.297 2.047
H -1.822 1.441 2.009
H -2.375 -2.911 -0.411
```

* ΔE to the lowest compared entry with this formula, charge and spin: 126.7 kcal per mole
* 2S+1: 1
* M: 120.19 g mol⁻¹
* Kohn-Sham gap (spin up / spin down): 0.26331 / 0.26343 Eh